1.
27
Properties=species:S:1:pos:R:3:mulliken_charge:R:1 method="wB97M-V/def2-TZVPD" e_homo_ev=-8.02 e_above_lowest_kcal_mol=60.0 smiles=Cc1cc(O)c(CN)c(C)c1C
C -2.3519 -1.1108 -1.8749 -1.675
C -1.3441 -0.4966 -0.9777 1.522
C -1.9931 -0.0189 0.1843 -1.324
C -1.0009 0.4783 1.1529 0.490
C 0.3969 0.4765 0.9716 0.598
C 1.2463 0.8971 2.1562 -0.828
C 0.7884 0.1731 -0.3022 1.115
C 2.4002 0.2996 -0.4904 -1.802
C -0.0053 -0.3243 -1.3240 -0.121
C 0.3915 -0.5731 -2.7526 -1.822
H -2.4290 -2.2205 -1.8786 0.240
H -3.2687 -0.5942 -1.6753 0.432
H -2.0944 -0.8077 -2.8586 0.418
H -3.0316 -0.2973 0.4804 0.347
H -0.9893 1.3239 2.9237 0.357
H 1.2724 2.0274 2.1243 0.169
H 2.2131 0.6126 1.8166 0.442
H 0.0478 -0.4380 3.1746 0.352
H 0.6954 0.6541 4.2678 0.231
H 2.8751 1.2254 -0.2367 0.419
H 2.8520 -0.4439 0.1415 0.454
H 2.5370 -0.1147 -1.5977 0.229
H 0.6831 0.3960 -3.1750 0.381
H -0.4892 -0.9363 -3.2072 0.322
H 1.3009 -1.1767 -2.7832 0.373
N 0.8284 0.2030 3.3771 -0.643
O -1.5309 0.7861 2.3631 -0.678



2.
101
Properties=species:S:1:pos:R:3:mulliken_charge:R:1 method="wB97M-V/def2-TZVPD" e_homo_ev=-9.72 e_above_lowest_kcal_mol=87.8 smiles="NC(N)=O.CC(C)O.CC(C)O.CC(C)O.CC(C)O.CC(C)O.CC(C)O.CC(C)O.CCO"
C 6.8838 2.6432 -6.1997 0.685
O 7.5928 1.7660 -5.7343 -0.683
N 7.0634 3.2814 -7.3048 -0.395
N 5.8276 2.9814 -5.6207 -0.367
H 7.8877 3.0041 -7.8183 0.229
H 6.4774 4.0964 -7.4161 0.168
H 5.3398 3.7963 -5.9642 0.145
H 5.5477 2.4300 -4.8221 0.217
C 1.2342 0.8177 0.0545 -1.118
C -0.1035 1.0081 0.6992 -0.139
O -0.6002 -0.2441 0.8839 -0.491
H 1.8037 1.7332 -0.1057 0.352
H 1.1261 0.3155 -0.9069 0.286
H 1.9212 0.2742 0.7031 0.284
H -0.7783 1.6273 0.1081 0.302
H 0.0408 1.4609 1.6801 0.219
H -1.5462 -0.1051 0.9692 0.304
C 1.4320 -4.2848 5.8925 -1.106
C 0.2964 -5.2548 5.4272 0.242
C -1.0529 -4.7869 5.9245 -1.176
O 0.2093 -5.1078 4.0603 -0.539
H 1.5015 -3.3653 5.3113 0.352
H 2.3409 -4.8862 5.9095 0.299
H 1.2821 -4.0954 6.9555 0.295
H 0.5406 -6.2808 5.7026 0.317
H -1.7910 -5.5400 5.6484 0.333
H -1.3957 -3.8003 5.6129 0.297
H -1.1435 -4.7747 7.0107 0.348
H 0.2209 -4.1661 3.8743 0.340
C 4.0131 -4.5669 -9.6248 -1.336
C 5.2011 -3.8866 -8.9226 0.528
C 5.2501 -4.2311 -7.3913 -1.126
O 6.3561 -4.3061 -9.5541 -0.546
H 3.9108 -5.6478 -9.5287 0.351
H 3.9076 -4.3182 -10.6808 0.324
H 3.1157 -4.1953 -9.1302 0.357
H 5.1117 -2.8239 -9.1483 0.174
H 4.9752 -5.2465 -7.1057 0.303
H 4.4418 -3.6902 -6.8992 0.334
H 6.1906 -3.8951 -6.9546 0.327
H 7.1335 -3.8972 -9.1667 0.311
C -8.9201 -3.1708 2.0023 -1.222
C -7.4877 -2.9769 1.5421 0.506
C -7.0507 -3.6778 0.3002 -1.194
O -7.1193 -1.6083 1.3171 -0.549
H -9.5750 -2.7475 1.2407 0.309
H -9.2536 -2.6483 2.8989 0.321
H -9.0345 -4.2501 2.1028 0.325
H -6.8668 -3.3826 2.3408 0.215
H -6.0048 -3.5934 0.0053 0.296
H -7.6027 -3.2545 -0.5389 0.293
H -7.2430 -4.7496 0.2516 0.357
H -7.7748 -1.1922 0.7525 0.344
C -3.1929 7.1962 1.1148 -1.263
C -2.0908 7.7304 0.1963 0.467
C -2.6821 8.5612 -0.9411 -1.261
O -1.4473 8.6649 1.0151 -0.534
H -3.7603 8.0387 1.5101 0.342
H -2.8145 6.7190 2.0188 0.361
H -3.8639 6.4506 0.6884 0.341
H -1.3662 6.9909 -0.1445 0.238
H -3.2735 7.8446 -1.5111 0.357
H -1.9291 8.9264 -1.6395 0.319
H -3.3180 9.3714 -0.5844 0.320
H -1.1635 8.1401 1.7672 0.311
C -4.1663 1.6814 7.7544 -1.146
C -5.5559 1.9221 8.3138 0.205
C -6.4118 0.6607 8.5437 -1.184
O -5.5075 2.5384 9.5137 -0.538
H -3.8099 0.8510 8.3640 0.287
H -3.5895 2.6033 7.8289 0.298
H -4.2104 1.2960 6.7358 0.337
H -6.0889 2.5548 7.6040 0.355
H -5.9721 -0.0434 9.2501 0.352
H -6.5988 0.2045 7.5715 0.342
H -7.3333 1.0038 9.0141 0.317
H -5.0777 1.8880 10.0738 0.375
C -1.2182 -5.3789 -4.5437 -1.240
C -1.1545 -6.8883 -4.9131 0.497
C -2.0434 -7.7607 -4.0781 -1.220
O -1.6746 -6.9869 -6.2311 -0.562
H -2.2484 -5.0642 -4.3770 0.306
H -0.8203 -4.7427 -5.3343 0.317
H -0.6583 -5.2171 -3.6226 0.357
H -0.1392 -7.2814 -4.8619 0.238
H -1.7670 -7.7963 -3.0244 0.347
H -1.9525 -8.8080 -4.3663 0.336
H -3.0902 -7.4713 -4.1707 0.301
H -1.3583 -7.8050 -6.6215 0.323
C 7.3776 5.9173 1.0063 -1.192
C 8.0224 7.1336 1.6430 0.248
C 6.8773 7.9508 2.2981 -1.102
O 8.9538 6.7265 2.6338 -0.529
H 6.4879 6.2633 0.4801 0.328
H 7.0475 5.2720 1.8202 0.362
H 8.0939 5.4286 0.3458 0.306
H 8.5049 7.7878 0.9167 0.311
H 7.1080 9.0144 2.3576 0.306
H 6.5343 7.4879 3.2234 0.293
H 5.9804 7.8717 1.6837 0.329
H 8.5280 5.9651 3.0345 0.340



3.
112
Properties=species:S:1:pos:R:3:mulliken_charge:R:1 method="wB97M-V/def2-TZVPD" e_homo_ev=-8.21
C -2.4055 4.8926 0.6155 -1.165
C -3.4876 3.9372 0.1225 0.156
C -3.2719 3.4713 -1.3104 -0.683
C -2.2816 2.3213 -1.3797 -0.662
O -2.4130 1.6809 -2.6579 -0.407
P -2.3671 0.0955 -2.8307 0.724
S -0.3937 -0.0903 -1.7872 -0.258
Cl -4.4114 0.3062 -3.6818 -0.482
C -3.1605 -1.0285 -1.5982 -1.123
C -2.3948 -2.1752 -0.9303 -1.380
C -1.7017 -3.1918 -1.8353 1.009
C -0.8619 -4.0973 -0.9229 -1.653
C -0.3661 -5.4031 -1.5261 1.098
F -0.8592 -6.4208 -0.7661 -0.336
F -0.8284 -5.6354 -2.7581 -0.327
C 1.1637 -5.6525 -1.4779 0.590
F 1.5365 -5.5985 -0.2041 -0.292
F 1.4269 -6.8740 -1.9164 -0.306
S 2.2780 -4.4427 -2.4292 1.422
F 2.2171 -3.4229 -1.2185 -0.313
F 1.0262 -3.7474 -3.0945 -0.305
F 2.3635 -5.4174 -3.6656 -0.306
F 3.5428 -5.1493 -1.7947 -0.351
F 3.2231 -3.4389 -3.1789 -0.293
C -1.6404 -0.4322 -4.5107 -0.877
I -2.9592 -0.0800 -6.1984 0.077
C -0.3457 0.3466 -4.8287 -0.757
C 0.9235 -0.5079 -4.7795 -0.825
H -2.4401 5.8193 0.0447 0.348
H -1.4203 4.4596 0.4382 0.369
H -2.4842 5.0735 1.6786 0.157
H -4.4431 4.4466 0.2141 0.014
H -3.5446 3.0922 0.8109 0.298
H -4.2125 3.0605 -1.6767 0.256
H -2.9506 4.2864 -1.9544 0.317
H -2.4919 1.6432 -0.5559 0.400
H -1.2691 2.6987 -1.2532 0.306
H 0.1483 1.1051 -2.0122 0.143
H -3.5836 -0.3943 -0.8213 0.384
H -4.0070 -1.4612 -2.1178 0.735
H -3.1614 -2.7390 -0.3923 0.626
H -1.7160 -1.8222 -0.1590 0.521
H -1.0276 -2.6898 -2.5177 -0.442
H -2.4482 -3.7716 -2.3704 0.451
H -1.5048 -4.3819 -0.0924 0.591
H -0.0471 -3.5191 -0.5015 0.255
H -1.5131 -1.5063 -4.5430 0.721
H -0.2641 1.2508 -4.2337 0.232
H -0.4212 0.6772 -5.8571 0.715
H 1.5970 -0.1810 -5.5677 0.454
H 1.4343 -0.4513 -3.8310 -0.245
H 0.6684 -1.5327 -5.0304 0.449
C -7.0575 8.3959 2.1758 -0.425
C -6.1661 7.4094 2.1906 -0.287
C -6.5332 6.0359 1.7655 0.436
O -5.7177 5.1365 1.7811 -0.524
C -7.9282 5.8011 1.3192 -0.319
C -8.8209 6.7865 1.3039 -0.383
C -8.4571 8.1636 1.7306 0.310
O -9.2681 9.0613 1.7156 -0.536
H -6.8157 9.4057 2.4814 0.412
H -5.1409 7.5534 2.5083 0.462
H -8.1682 4.7911 1.0123 0.427
H -9.8447 6.6412 0.9840 0.402
C 3.6779 0.5674 -2.3389 -0.066
C 4.7225 0.1708 -1.6189 -0.465
C 6.1093 0.5062 -2.0291 0.311
O 7.0630 0.1444 -1.3729 -0.530
C 6.2887 1.2999 -3.2709 -0.422
C 5.2444 1.6963 -3.9922 -0.415
C 3.8554 1.3634 -3.5835 0.344
O 2.9022 1.7218 -4.2391 -0.511
H 2.6575 0.3326 -2.0591 0.372
H 4.6182 -0.4093 -0.7106 0.483
H 7.3099 1.5306 -3.5466 0.433
H 5.3490 2.2743 -4.9014 0.434
C 8.4119 0.7203 1.7767 -0.286
C 9.2700 0.8816 0.7739 -0.342
C 10.6489 1.3785 1.0159 0.339
O 11.4341 1.5302 0.1057 -0.541
C 11.0325 1.6863 2.4194 -0.395
C 10.1723 1.5245 3.4201 -0.383
C 8.7920 1.0277 3.1780 0.311
O 8.0104 0.8802 4.0923 -0.541
H 7.4034 0.3591 1.6202 0.476
H 9.0063 0.6603 -0.2509 0.569
H 12.0423 2.0461 2.5705 0.409
H 10.4270 1.7424 4.4495 0.403
C -1.2180 4.1000 5.8595 -0.385
C -1.7826 4.2906 7.0482 -0.422
C -3.2414 4.5476 7.1781 0.326
O -3.7541 4.7232 8.2607 -0.545
C -4.0459 4.5819 5.9288 -0.370
C -3.4828 4.3912 4.7393 -0.159
C -2.0236 4.1342 4.6127 0.306
O -1.5194 3.9608 3.5248 -0.473
H -0.1586 3.9122 5.7393 0.423
H -1.2186 4.2698 7.9719 0.403
H -5.1053 4.7697 6.0497 0.437
H -4.0471 4.4121 3.8132 0.474
C 0.9971 -9.0907 1.0484 -0.262
C 0.5012 -10.1426 0.4036 -0.341
C -0.3164 -11.1636 1.1080 0.378
O -0.7674 -12.1233 0.5234 -0.544
C -0.5604 -10.9621 2.5605 -0.365
C -0.0646 -9.9100 3.2045 -0.345
C 0.7543 -8.8896 2.4995 0.316
O 1.2050 -7.9308 3.0868 -0.551
H 1.5924 -8.3377 0.5481 0.447
H 0.6642 -10.3077 -0.6537 0.432
H -1.1594 -11.7181 3.0519 0.406
H -0.2280 -9.7427 4.2614 0.410



4.
89
Properties=species:S:1:pos:R:3:mulliken_charge:R:1 method="wB97M-V/def2-TZVPD" e_homo_ev=-5.53 charge=-1 e_above_lowest_kcal_mol=109.7
In 0.3813 -0.1201 1.1342 0.628
C -0.7850 -4.3497 -1.4084 -2.447
C 0.0037 -3.9454 -0.1829 1.318
C 1.3683 -3.6526 -0.2721 1.822
C 2.0992 -3.6991 -1.5943 -2.449
C 2.0852 -3.3247 0.8842 0.480
C 3.5608 -3.0189 0.7733 -2.120
C 1.4494 -3.3201 2.1309 1.234
C 2.2273 -2.9383 3.3714 -2.399
C 0.0994 -3.6765 2.2270 0.858
C -0.5315 -3.8728 3.5859 -2.586
C -0.6393 -3.9074 1.0611 1.542
C -2.1342 -4.1095 1.1401 -2.784
H -0.1600 -4.8484 -2.1443 0.478
H -1.2480 -3.4852 -1.8937 0.323
H -1.5807 -5.0423 -1.1428 0.506
H 2.6561 -4.6363 -1.6868 0.432
H 2.8135 -2.8800 -1.6744 0.482
H 1.4260 -3.6248 -2.4438 0.439
H 4.0561 -3.7413 0.1245 0.413
H 4.0530 -3.0513 1.7409 0.495
H 3.7197 -2.0228 0.3484 0.259
H 2.9299 -3.7256 3.6589 0.417
H 1.5643 -2.7477 4.2104 0.401
H 2.7940 -2.0219 3.1980 0.418
H -0.8290 -2.9226 4.0326 0.428
H 0.1691 -4.3678 4.2576 0.520
H -1.4168 -4.4988 3.5166 0.450
H -2.4016 -5.1690 1.1978 0.421
H -2.6230 -3.6838 0.2654 0.477
H -2.5388 -3.5968 2.0080 0.450
O 0.7133 1.0125 4.3538 -0.249
S 0.0488 2.4448 4.0714 1.597
O -0.9617 2.7069 5.0419 -0.736
N -0.2037 2.3878 2.5617 0.410
C -1.0898 3.2796 1.9503 0.029
C -1.4055 4.5216 2.4627 -0.374
C -2.2735 5.3957 1.7916 -1.093
C -2.8412 5.0379 0.6043 -0.862
C -2.5679 3.7678 0.0524 1.245
C -3.1531 3.3372 -1.1585 -0.743
C -2.8965 2.0832 -1.6307 -1.109
C -2.0162 1.2654 -0.9034 -0.453
N -1.4217 1.6416 0.2014 0.550
C -1.6922 2.8692 0.7169 -0.429
C 1.4707 3.4408 4.4564 -0.093
C 2.4325 3.6218 3.4727 -0.539
C 3.4625 4.5181 3.7027 -0.662
C 3.5099 5.2270 4.8962 -0.353
C 2.5458 5.0303 5.8753 -0.675
C 1.5125 4.1330 5.6559 -0.283
H -0.9750 4.8123 3.4121 0.467
H -2.4907 6.3598 2.2335 0.386
H -3.5121 5.7068 0.0801 0.389
H -3.8014 4.0176 -1.6976 0.407
H -3.3557 1.7046 -2.5332 0.485
H -1.7922 0.2643 -1.2536 0.702
H 2.3463 3.0657 2.5483 0.487
H 4.2200 4.6730 2.9463 0.412
H 4.3076 5.9394 5.0624 0.390
H 2.5943 5.5831 6.8037 0.399
H 0.7371 3.9639 6.3913 0.476
O -2.5367 -1.0124 4.8200 -0.656
Se -2.0588 -0.2471 3.5249 1.086
O -1.7706 -1.1558 2.2457 -0.419
O -0.1025 -0.0897 3.8302 -0.430
O -2.8487 1.0704 3.1781 -0.542
O -1.6829 -3.4645 -6.7289 -0.644
S -1.4043 -2.7664 -7.9699 1.164
O -0.1067 -3.0619 -8.5640 -0.687
O -2.5139 -2.7073 -8.8985 -0.696
C -1.0868 -1.0411 -7.4536 0.066
N -1.2350 -0.0515 -8.3328 -0.507
C -0.8505 1.1510 -7.9401 -0.341
C -0.3414 1.4077 -6.6745 -0.668
C -0.2439 0.3146 -5.8209 0.260
N -0.5997 -0.8988 -6.2292 -0.249
C 0.2243 0.4000 -4.4151 0.894
C 0.7872 1.5473 -3.8621 -0.515
C 1.1692 1.5330 -2.5311 -0.810
N 1.0313 0.4761 -1.7375 -0.089
C 0.5042 -0.6268 -2.2749 -0.331
C 0.0871 -0.7162 -3.5889 -0.541
H -0.9717 1.9531 -8.6622 0.408
H -0.0650 2.4090 -6.3755 0.325
H 0.9258 2.4425 -4.4528 0.339
H 1.6090 2.4155 -2.0774 0.403
H 0.4139 -1.4765 -1.6002 0.293
H -0.3527 -1.6153 -4.0007 0.803



5.
106
Properties=species:S:1:pos:R:3:mulliken_charge:R:1 method="wB97M-V/def2-TZVPD" e_homo_ev=-5.31 charge=-1
C -4.0376 -4.4716 2.6586 -0.692
C -4.4843 -4.1732 1.2233 -0.417
O -4.2124 -2.8585 0.8235 -0.248
C -4.9900 -1.8886 1.4602 -0.122
C -4.3269 -0.5334 1.2334 -0.844
O -2.9547 -0.5746 1.5420 -0.105
C -2.7000 -0.4418 2.9113 0.053
C -1.2119 -0.6484 3.1793 -0.818
O -0.7268 -1.6690 2.3493 0.006
C 0.5384 -2.1658 2.7177 -1.395
P 1.8168 -2.3378 1.2877 0.487
C 3.0779 -3.0384 2.5179 -1.337
Br 0.9558 -4.6295 0.9222 -0.520
C 2.4632 -0.5185 1.4373 -0.888
C 3.9159 -0.3890 1.6617 0.656
O 4.7996 -0.4828 0.8162 -0.550
Cl 4.4340 -0.0140 3.3709 -0.314
O 0.6537 -1.5643 0.0978 -0.188
N 0.2060 -2.2825 -0.9645 -0.054
O -0.8205 -1.8724 -1.3996 -0.195
H -3.5430 -5.4290 2.7348 0.454
H -3.3826 -3.6655 2.9745 0.013
H -4.9045 -4.4258 3.3144 0.178
H -3.9117 -4.8070 0.5526 0.315
H -5.5342 -4.4374 1.0682 0.313
H -6.0044 -1.8649 1.0447 0.458
H -5.0888 -2.0527 2.5365 -0.039
H -4.8215 0.2345 1.8306 0.366
H -4.3780 -0.3115 0.1721 0.348
H -2.9519 0.5781 3.2259 0.343
H -3.2751 -1.1387 3.5226 -0.064
H -1.0761 -0.9384 4.2229 0.397
H -0.6823 0.2896 2.9890 0.259
H 0.4315 -3.1648 3.1313 0.409
H 0.9912 -1.5278 3.4783 0.559
H 2.6801 -2.5880 0.1904 0.235
H 2.7960 -4.0467 2.7965 0.529
H 4.0581 -3.1088 2.0559 0.346
H 3.1200 -2.4641 3.4394 0.349
H 2.2881 -0.0576 0.4728 0.272
H 1.9261 0.0551 2.1847 0.402
C -2.2607 1.5360 -5.5515 -0.531
C -1.4695 0.4907 -4.7676 0.012
C -1.7644 0.8855 -3.3291 -0.258
O -3.0823 1.4597 -3.3374 -0.389
C -3.4982 1.6989 -4.6778 -0.442
H -2.5021 1.2357 -6.5714 0.313
H -1.7018 2.4740 -5.5955 0.300
H -1.8671 -0.5065 -4.9686 -0.296
H -0.4047 0.4848 -4.9944 0.442
H -1.0588 1.6420 -2.9703 0.206
H -1.7393 0.0371 -2.6501 0.138
H -4.2667 0.9622 -4.9444 0.243
H -3.9393 2.6955 -4.7445 0.285
C -6.3065 -0.9686 7.0054 -0.582
C -5.6104 -2.2879 7.3348 -0.590
C -5.1997 -2.7727 5.9506 -0.449
O -4.9610 -1.5990 5.1717 -0.272
C -5.4492 -0.4477 5.8586 -0.483
H -6.3546 -0.2749 7.8436 0.340
H -7.3252 -1.1582 6.6598 0.272
H -4.7257 -2.1020 7.9477 0.287
H -6.2445 -3.0009 7.8596 0.336
H -6.0012 -3.3473 5.4733 0.252
H -4.2964 -3.3828 5.9592 0.287
H -4.5945 0.1277 6.2310 0.289
H -6.0056 0.1758 5.1578 0.274
C 6.8153 2.2969 0.3835 -0.566
C 6.9899 2.3693 1.8966 0.007
C 6.8997 3.8674 2.1497 -0.448
O 6.0250 4.3963 1.1479 -0.471
C 5.7950 3.3982 0.1430 -0.226
H 6.4769 1.3247 0.0309 0.344
H 7.7572 2.5385 -0.1183 0.271
H 6.1655 1.8520 2.3863 -0.239
H 7.9241 1.9365 2.2518 0.381
H 7.8793 4.3509 2.0475 0.236
H 6.4966 4.1085 3.1342 0.290
H 4.7724 3.0249 0.2559 0.254
H 5.8920 3.8542 -0.8446 0.197
C -3.2536 -2.2265 -7.2045 -0.340
C -3.3178 -2.8825 -5.8275 -0.527
C -4.1173 -4.1427 -6.1275 -0.491
O -3.8081 -4.5056 -7.4783 -0.397
C -3.1126 -3.4355 -8.1187 -0.485
H -2.4342 -1.5169 -7.3145 0.286
H -4.1899 -1.7025 -7.4136 0.228
H -2.3129 -3.1418 -5.4889 0.265
H -3.7813 -2.2588 -5.0650 0.359
H -5.1945 -3.9560 -6.0551 0.269
H -3.8650 -4.9729 -5.4685 0.288
H -2.0613 -3.7214 -8.2363 0.267
H -3.5396 -3.2745 -9.1099 0.285
C 6.8673 7.5309 -2.2251 -0.572
C 7.5290 6.5689 -1.2416 -0.161
C 8.4202 5.7518 -2.1655 -0.352
O 8.8018 6.6239 -3.2354 -0.440
C 8.0058 7.8086 -3.1983 -0.477
H 6.4792 8.4360 -1.7604 0.357
H 6.0433 7.0318 -2.7397 0.271
H 8.1381 7.1259 -0.5258 0.268
H 6.8244 5.9566 -0.6818 0.045
H 7.8778 4.8988 -2.5880 0.245
H 9.3184 5.3786 -1.6723 0.289
H 8.6300 8.6397 -2.8498 0.257
H 7.6601 8.0364 -4.2076 0.290